# C35H45N6

A cluster of 2 separate species, C35H45N6 in total (ωB97M-V/def2-TZVPD, OMol25).

Summary:
Charge   +1
Kohn-Sham gap   5.626 eV

Each line ends with the Löwdin charge.
Geometry (Å):
C (-7.2405, -2.4721, 2.3452)  -0.05
N (-6.9067, -1.2603, 1.6290)  -0.18
C (-8.0068, -0.4812, 1.1097)  -0.05
C (-5.6161, -0.9806, 1.3081)  -0.21
C (-5.2691, 0.1605, 0.5271)  0.00
C (-3.9495, 0.3856, 0.1752)  -0.02
C (-2.8994, -0.4531, 0.6522)  -0.23
C (-1.5136, -0.1351, 0.4099)  -0.03
C (-0.4804, -0.8644, 0.9736)  -0.04
C (0.8797, -0.4750, 1.0913)  -0.06
C (1.8801, -1.5271, 1.2554)  -0.16
C (1.5483, -2.8886, 0.9943)  -0.01
C (2.4410, -3.9259, 1.1954)  0.00
C (3.8011, -3.6532, 1.5229)  -0.20
N (4.7476, -4.6356, 1.5512)  -0.18
C (6.1646, -4.3498, 1.5963)  -0.05
C (4.4501, -6.0497, 1.6329)  -0.04
C (4.1532, -2.3002, 1.7798)  0.00
C (3.1968, -1.2980, 1.7387)  -0.02
C (1.2168, 0.9389, 1.1075)  -0.16
C (0.2595, 1.9277, 1.4549)  -0.01
C (0.5753, 3.2690, 1.5593)  0.01
C (1.9240, 3.6964, 1.4346)  -0.20
N (2.2873, 4.9857, 1.6992)  -0.19
C (3.6785, 5.3539, 1.8623)  -0.05
C (1.3673, 6.0997, 1.6046)  -0.04
C (2.8960, 2.7296, 1.0660)  0.01
C (2.5246, 1.4195, 0.8243)  -0.06
C (-3.2690, -1.5926, 1.4178)  0.00
C (-4.5851, -1.8568, 1.7353)  0.00
H (-6.7062, -2.5238, 3.3037)  0.10
H (-8.3188, -2.4709, 2.5267)  0.09
H (-6.9829, -3.3728, 1.7669)  0.10
H (-7.8473, 0.5834, 1.3172)  0.09
H (-8.1217, -0.6112, 0.0228)  0.10
H (-8.9208, -0.8217, 1.6054)  0.09
H (-6.0466, 0.8584, 0.2133)  0.10
H (-3.6914, 1.2288, -0.4708)  0.12
H (-1.3060, 0.7581, -0.1873)  0.11
H (-0.7236, -1.8607, 1.3423)  0.09
H (0.5539, -3.1488, 0.6357)  0.11
H (2.1029, -4.9528, 1.0504)  0.10
H (6.3949, -3.4279, 1.0520)  0.09
H (6.5276, -4.2489, 2.6303)  0.10
H (6.6955, -5.1921, 1.1352)  0.09
H (3.3779, -6.2393, 1.5860)  0.07
H (4.9576, -6.5774, 0.8122)  0.10
H (4.8396, -6.4680, 2.5750)  0.10
H (5.1840, -2.0428, 2.0320)  0.11
H (3.4882, -0.3153, 2.1053)  0.11
H (-0.7676, 1.6424, 1.6720)  0.11
H (-0.2140, 3.9802, 1.7991)  0.10
H (4.1835, 4.6547, 2.5427)  0.10
H (4.2155, 5.3479, 0.9015)  0.10
H (3.7110, 6.3659, 2.2803)  0.09
H (0.3343, 5.7785, 1.7484)  0.07
H (1.6279, 6.8392, 2.3723)  0.09
H (1.4404, 6.6019, 0.6259)  0.10
H (3.9418, 3.0262, 0.9658)  0.11
H (3.2820, 0.7422, 0.4305)  0.11
H (-2.5066, -2.2866, 1.7669)  0.11
H (-4.8224, -2.7460, 2.3239)  0.10
C (3.6640, 0.6449, -2.8857)  -0.15
C (2.4457, 1.2333, -2.5717)  -0.09
N (1.8254, 1.5023, -3.7681)  -0.10
C (0.4759, 2.0815, -3.9150)  -0.09
C (-0.5949, 0.9971, -3.9256)  -0.36
C (-2.0019, 1.5300, -4.2297)  -0.14
C (-2.9348, 0.4354, -3.6904)  -0.15
C (-2.0609, -0.4174, -2.7501)  -0.20
N (-0.7645, 0.2579, -2.6896)  -0.02
C (2.6615, 1.0716, -4.7808)  -0.15
N (3.7665, 0.5495, -4.2578)  0.04
H (4.4176, 0.3063, -2.1881)  0.09
H (1.9885, 1.4927, -1.6271)  0.09
H (0.3059, 2.7848, -3.0868)  0.13
H (0.4420, 2.6211, -4.8731)  0.13
H (-0.3101, 0.2779, -4.7264)  0.15
H (-2.1569, 2.4633, -3.6715)  0.12
H (-2.1204, 1.7411, -5.2957)  0.12
H (-3.7772, 0.8817, -3.1531)  0.10
H (-3.3279, -0.2008, -4.4912)  0.11
H (-2.4968, -0.4772, -1.7502)  0.06
H (-1.9736, -1.4577, -3.1128)  0.12
H (-0.0009, -0.3788, -2.4692)  0.12
H (2.3901, 1.1915, -5.8281)  0.13

Atomic forces in eV per Å
C 0.051 -0.340 0.139
N 0.278 0.052 0.006
C -0.067 0.272 -0.185
C -0.239 -0.001 -0.060
C 0.209 -0.084 -0.053
C 0.214 -0.321 0.434
C -0.364 -0.290 -0.139
C 0.065 -0.185 0.765
C -0.355 0.000 -0.494
C 0.236 -0.023 -0.312
C -0.064 0.047 0.290
C 0.377 -0.233 0.293
C -0.247 0.382 -0.073
C 0.269 -0.160 -0.202
N -0.405 0.243 -0.054
C 0.225 0.231 0.223
C -0.018 -0.306 -0.026
C -0.253 0.198 -0.012
C 0.195 -0.299 -0.154
C 0.246 0.015 -0.249
C 0.022 0.423 0.016
C 0.019 -0.412 -0.197
C -0.027 0.354 0.183
N -0.144 -0.336 0.037
C 0.251 -0.151 -0.223
C -0.174 0.266 0.003
C -0.123 -0.232 -0.043
C 0.174 0.209 0.486
C -0.408 0.322 -0.066
C 0.480 -0.058 -0.042
H -0.246 0.015 -0.143
H 0.336 -0.120 0.084
H -0.099 0.155 0.101
H -0.223 -0.166 -0.005
H -0.014 0.041 0.189
H 0.182 0.303 -0.201
H 0.327 -0.302 -0.032
H -0.102 -0.145 0.274
H 0.041 -0.324 0.147
H 0.069 0.487 0.060
H 0.287 0.068 0.041
H 0.103 0.472 -0.123
H 0.021 -0.296 0.035
H -0.024 0.009 -0.166
H -0.081 0.316 0.051
H 0.297 -0.058 0.024
H -0.269 0.067 0.136
H -0.161 0.147 -0.182
H -0.490 -0.109 0.171
H -0.119 -0.330 -0.126
H 0.370 0.037 0.151
H 0.272 -0.341 0.026
H -0.109 0.249 -0.111
H -0.017 0.109 0.180
H 0.131 -0.324 -0.076
H 0.253 0.205 0.020
H -0.227 -0.196 -0.132
H -0.019 -0.171 0.174
H -0.425 -0.125 -0.231
H -0.303 0.219 0.059
H -0.272 0.193 -0.025
H 0.124 0.394 -0.300
C -1.515 0.583 -0.548
C 0.638 -0.283 -0.303
N -0.135 0.181 -0.348
C 0.386 -0.384 0.125
C 0.077 -0.542 -0.934
C 0.363 0.074 0.244
C -0.062 -0.132 -0.095
C -0.072 -0.403 0.122
N 0.116 0.424 0.664
C 0.280 -0.105 1.822
N -0.234 0.180 -0.419
H 0.036 -0.021 -0.303
H 0.006 -0.011 -0.208
H 0.058 -0.155 -0.250
H 0.021 -0.083 0.340
H -0.095 0.349 -0.004
H 0.038 -0.107 -0.142
H -0.082 -0.033 0.168
H 0.031 -0.172 -0.157
H -0.021 0.267 0.125
H 0.056 -0.097 -0.310
H -0.028 0.304 -0.052
H -0.159 0.244 -0.231
H 0.260 -0.143 0.333